# 1
DFT (ωB97M-V with the def2-TZVPD basis set) results for C3H3NaO2 as an isolated structure.

Geometry as XYZ:
```
9
Properties=species:S:1:pos:R:3:forces:R:3:mulliken_spin:R:1
C -0.896 -0.488 -0.400 -1.4 0.3 -0.1 0.786
C -1.960 0.271 -0.180 1.4 -0.3 0.4 -0.099
H -2.955 -0.177 -0.072 0.3 0.1 -0.2 0.060
H -0.786 -1.504 -0.786 0.3 0.3 0.2 0.063
H -1.871 1.339 0.038 -0.1 -0.3 -0.1 0.034
O 2.127 0.075 0.605 -1.1 -1.4 1.3 0.036
C 1.466 0.358 -0.337 2.5 2.6 -2.3 -0.001
O 1.443 0.955 -1.358 -1.6 -1.4 1.2 0.120
Na 3.432 -0.829 2.491 -0.3 0.2 -0.4 0.000
```
Positions in Å, forces in eV/Å.

Summary:
Total charge ... +1
2S+1 ... 2
Kohn-Sham gap (spin up / spin down) ... 7.925 / 8.687 eV
Calculated total energy ... -428.57668 a.u.
Strongest force on any atom ... 4.3 eV/A

# 2
DFT (ωB97M-V with the def2-TZVPD basis set) results for a 4-piece molecular cluster, C53H102B2BrClN8O6 overall.

Geometry as XYZ:
```
173
Properties=species:S:1:pos:R:3:forces:R:3:mulliken_spin:R:1
C -5.528 -4.106 -2.828 0.2 -0.2 0.9 0.000
C -4.227 -3.724 -1.849 -1.0 0.0 0.7 0.000
C -3.831 -2.114 -1.979 -0.5 -1.0 -0.5 0.000
C -2.296 -1.880 -2.607 -0.1 -0.6 2.2 0.000
C -1.276 -2.440 -1.407 -1.2 -0.3 0.9 -0.001
Br 0.659 -2.526 -1.982 -1.3 -0.5 -0.2 0.000
C -1.311 -1.564 -0.031 1.0 0.0 1.3 0.005
C 0.048 -0.672 0.267 -0.5 0.7 1.6 -0.008
N -2.208 -2.857 -3.742 -0.3 2.8 -2.8 0.000
C -2.331 -2.273 -5.108 0.8 -0.6 -1.4 0.000
N -2.982 -3.032 -6.090 1.6 1.3 1.7 0.000
C -3.208 -2.524 -7.523 -1.0 -0.8 -1.2 0.000
C -4.686 -1.818 -7.667 -0.5 0.5 -0.5 -0.001
C -4.706 -0.200 -7.406 1.1 0.6 -0.6 0.000
N -5.787 0.275 -6.460 -0.5 -0.4 -1.9 0.000
C -6.855 1.096 -7.146 -1.1 1.7 1.3 0.000
C -7.234 2.332 -6.086 -1.1 2.2 2.2 -0.002
C -7.789 1.907 -4.568 0.3 4.3 -0.7 0.002
C -8.191 3.056 -3.448 1.4 1.2 -4.1 -0.002
C -8.039 4.654 -3.870 1.0 -3.2 -2.7 0.002
C -7.504 5.056 -5.373 -0.1 -3.1 0.9 -0.002
C -7.083 3.938 -6.499 -1.0 -1.7 3.5 0.002
O -6.582 4.250 -7.859 0.2 0.0 3.2 0.000
B -3.528 -4.451 -5.823 -0.2 -2.7 1.2 0.000
C -5.058 -4.945 -6.256 -0.2 -0.3 -0.8 0.000
O -2.683 -5.522 -5.184 -0.2 2.4 -3.3 0.000
N -1.806 -0.937 -5.539 -1.3 -3.1 2.3 0.000
C -1.728 0.103 -4.479 0.7 2.5 -0.1 0.000
C -0.270 0.909 -4.629 0.2 0.0 1.4 0.001
Cl -0.251 1.902 -6.236 -0.4 -1.0 1.4 0.000
C 1.036 -0.071 -4.506 0.4 -0.5 -1.1 0.001
C 2.113 0.092 -5.775 -0.3 -1.3 0.2 0.002
C -1.936 -0.331 -2.934 1.1 0.6 0.5 0.000
B -3.008 0.788 -2.288 -0.2 0.8 1.4 0.001
O -2.572 1.610 -1.112 -1.0 -2.7 -0.9 0.001
N -4.393 1.062 -2.846 1.0 0.8 1.7 -0.002
C -4.408 2.492 -3.380 0.3 0.7 -1.5 0.001
C -5.322 1.075 -1.633 0.1 0.4 0.8 0.000
H -6.500 -3.941 -2.166 2.0 -0.5 -1.6 0.000
H -5.474 -5.250 -3.167 -0.2 2.6 0.7 0.000
H -5.619 -3.377 -3.740 0.3 -1.5 1.6 0.000
H -3.324 -4.452 -1.979 -1.7 1.4 -0.1 0.000
H -4.636 -3.909 -0.742 1.1 0.4 -2.4 0.000
H -3.956 -1.683 -0.899 0.4 -0.4 -2.3 0.000
H -4.643 -1.681 -2.740 1.9 -0.4 1.8 0.000
H -1.546 -3.561 -1.098 0.5 2.5 -1.1 0.000
H -1.381 -2.335 0.878 0.1 1.7 -2.0 0.001
H -2.218 -0.841 0.099 1.5 -1.5 -0.7 -0.003
H -0.240 0.036 1.184 0.6 -1.5 -1.9 0.012
H 0.356 0.048 -0.602 -0.5 -1.6 1.6 0.001
H 0.954 -1.329 0.682 -2.1 1.4 -1.3 -0.001
H -1.494 -3.599 -3.633 -0.6 0.6 -0.5 0.000
H -3.253 -3.507 -8.200 0.3 2.1 1.5 0.000
H -2.316 -1.893 -7.942 -1.9 -1.0 1.1 0.000
H -5.516 -2.286 -6.964 2.1 0.6 -1.3 0.000
H -5.089 -1.995 -8.777 1.1 0.2 2.4 0.000
H -4.814 0.306 -8.482 0.0 -1.0 2.5 0.000
H -3.680 0.235 -6.979 -2.0 -1.4 -1.0 0.000
H -6.263 -0.504 -5.955 0.8 0.8 -0.7 0.000
H -6.527 1.610 -8.145 -0.4 -1.2 2.0 0.000
H -7.835 0.476 -7.307 1.7 1.2 0.1 0.000
H -7.872 0.776 -4.272 0.2 2.4 -0.7 0.000
H -8.583 2.765 -2.374 0.9 0.6 -2.5 0.000
H -8.311 5.507 -3.090 0.7 -2.1 -2.0 0.000
H -7.385 6.197 -5.635 -0.3 -2.6 0.5 0.000
H -5.687 4.713 -7.806 -1.8 -0.8 0.3 0.000
H -5.177 -6.132 -6.214 0.5 2.7 0.0 0.000
H -5.908 -4.489 -5.593 1.6 -0.7 -1.4 0.000
H -5.247 -4.629 -7.388 0.2 -0.6 2.4 0.000
H -1.994 -5.790 -5.890 -1.2 0.5 1.8 0.000
H -0.991 -0.980 -6.185 -1.0 -0.1 0.5 0.000
H -2.540 0.936 -4.749 1.6 -1.9 0.5 0.000
H -0.189 1.723 -3.771 -0.5 -1.7 -1.9 0.000
H 1.596 0.111 -3.475 -1.4 -0.5 -2.3 0.000
H 0.646 -1.195 -4.601 0.9 2.4 0.6 0.000
H 1.541 -0.234 -6.771 1.3 1.1 2.1 0.000
H 2.581 1.163 -5.840 -1.0 -2.2 0.0 0.000
H 2.964 -0.735 -5.644 -1.8 2.0 -0.1 0.000
H -0.913 -0.087 -2.368 -2.0 -0.8 -1.4 0.000
H -2.898 1.205 -0.255 0.6 0.9 -1.4 0.000
H -4.260 2.407 -4.552 -0.6 0.4 2.3 0.000
H -3.528 3.159 -2.985 -1.6 -1.2 -0.4 0.000
H -5.423 3.010 -3.100 2.0 -1.1 -0.9 0.000
H -6.403 0.895 -2.043 2.0 0.3 1.2 0.000
H -5.219 2.130 -1.088 -0.5 -2.3 -1.0 0.000
H -4.979 0.270 -0.825 -1.1 1.5 -1.8 0.000
C 8.399 2.205 -3.285 0.1 0.1 0.3 0.004
C 7.052 2.012 -4.031 2.0 0.2 -0.7 0.029
C 6.512 3.374 -4.539 -0.3 0.0 0.1 0.018
C 5.895 4.235 -3.448 0.0 0.0 0.0 -0.020
C 4.810 3.456 -2.713 0.2 -0.1 -0.3 0.018
C 5.323 2.109 -2.137 -0.5 0.4 1.9 0.039
N 6.079 1.284 -3.145 -3.8 -0.4 -3.5 0.300
O 5.127 0.676 -3.985 2.6 1.1 2.4 0.616
C 6.211 2.401 -0.899 0.3 0.0 0.2 0.009
C 4.099 1.345 -1.527 0.1 -0.1 -0.7 -0.021
C 7.479 1.192 -5.298 -0.7 -0.3 0.3 -0.004
H 8.935 1.253 -3.185 -0.2 0.1 -0.1 -0.004
H 9.054 2.892 -3.835 -0.2 -0.2 -0.1 0.000
H 8.313 2.618 -2.285 -0.1 0.0 0.0 0.000
H 5.748 3.205 -5.311 0.1 -0.2 0.1 0.004
H 7.312 3.943 -5.031 0.0 -0.4 0.1 0.001
H 6.668 4.583 -2.756 0.0 0.0 0.0 0.000
H 5.455 5.133 -3.897 0.1 -0.1 0.1 0.002
H 4.404 4.084 -1.909 0.1 -0.3 0.1 0.000
H 3.979 3.275 -3.407 0.1 -0.2 0.0 0.004
H 6.760 1.504 -0.583 -0.1 0.2 -0.2 -0.007
H 5.606 2.719 -0.038 -0.1 -0.1 -0.4 0.000
H 6.923 3.212 -1.050 0.0 -0.1 -0.1 0.001
H 3.300 1.174 -2.259 0.4 0.0 0.0 0.008
H 3.641 1.922 -0.712 0.4 0.1 -0.2 -0.001
H 4.403 0.382 -1.112 0.0 0.0 -0.1 0.000
H 7.824 0.186 -5.024 -0.2 0.2 0.0 0.001
H 8.306 1.688 -5.822 -0.1 0.1 0.4 0.000
H 6.669 1.088 -6.027 0.0 0.0 0.3 0.001
C -3.274 0.250 6.002 0.0 0.1 0.3 0.003
C -2.385 -0.287 4.850 -2.0 0.3 0.2 0.032
C -2.345 -1.838 4.871 0.3 -0.1 0.0 0.016
C -1.452 -2.413 5.959 0.1 -0.1 0.0 -0.019
C -0.047 -1.832 5.849 -0.3 0.0 -0.2 0.017
C -0.035 -0.280 5.882 1.4 0.2 1.7 0.024
N -1.019 0.339 4.925 1.8 -2.2 -4.4 0.312
O -0.456 0.263 3.638 -1.5 0.7 3.3 0.604
C -0.317 0.192 7.333 -0.2 0.1 0.2 0.019
C 1.435 0.199 5.629 -0.4 -0.2 -0.7 0.006
C -3.195 0.128 3.573 0.8 0.2 -0.1 -0.025
H -3.555 1.297 5.829 0.2 -0.2 -0.1 -0.003
H -4.204 -0.328 6.079 0.2 0.1 -0.2 0.000
H -2.820 0.211 6.987 0.1 -0.1 0.0 0.001
H -1.986 -2.213 3.903 0.0 0.2 0.0 0.006
H -3.358 -2.244 4.991 0.1 0.4 -0.1 0.001
H -1.882 -2.220 6.946 0.0 0.0 0.0 0.000
H -1.402 -3.503 5.851 0.0 0.1 0.1 0.001
H 0.569 -2.234 6.664 0.0 0.4 -0.1 0.001
H 0.408 -2.191 4.917 0.0 0.2 0.0 0.004
H -0.522 1.270 7.368 0.0 -0.3 -0.1 -0.011
H 0.549 0.015 7.987 -0.1 0.0 -0.4 -0.001
H -1.139 -0.336 7.815 -0.1 0.1 -0.1 0.001
H 1.844 -0.172 4.681 -0.3 0.2 0.1 0.003
H 2.111 -0.173 6.413 -0.5 0.0 0.0 -0.011
H 1.501 1.289 5.634 -0.1 -0.1 0.0 0.002
H -3.221 1.220 3.455 0.1 -0.2 0.1 0.000
H -4.234 -0.217 3.641 0.3 0.0 0.3 0.000
H -2.785 -0.304 2.653 0.2 0.1 0.2 0.012
C 6.714 -2.177 9.238 -0.1 -0.2 0.2 0.011
C 6.383 -0.714 8.840 1.5 -1.3 -0.6 0.019
C 7.267 0.279 9.639 -0.2 0.3 0.1 0.016
C 6.826 0.469 11.081 0.0 0.0 0.0 -0.016
C 5.358 0.878 11.134 0.2 0.0 -0.3 0.016
C 4.429 -0.121 10.395 -1.2 -0.4 1.6 0.024
N 4.910 -0.461 9.008 0.0 4.8 -1.9 0.283
O 4.577 0.622 8.173 0.5 -3.1 1.9 0.655
C 4.293 -1.406 11.253 0.0 -0.3 0.0 0.016
C 2.978 0.470 10.401 0.4 0.4 -0.6 -0.021
C 6.863 -0.650 7.349 -0.7 0.4 0.1 -0.008
H 6.331 -2.886 8.492 0.0 0.2 0.1 -0.004
H 7.799 -2.328 9.302 -0.2 0.2 -0.2 -0.001
H 6.314 -2.492 10.197 -0.1 0.1 0.0 0.000
H 7.257 1.262 9.148 -0.2 -0.2 -0.1 0.003
H 8.315 -0.049 9.628 -0.3 -0.2 -0.2 0.001
H 7.000 -0.446 11.656 -0.1 0.0 0.0 0.000
H 7.437 1.249 11.550 -0.1 -0.1 0.0 0.002
H 5.053 0.976 12.184 -0.2 -0.2 -0.2 0.001
H 5.259 1.879 10.694 -0.1 -0.2 -0.1 0.003
H 3.817 -2.216 10.683 0.2 0.2 0.0 -0.008
H 3.663 -1.232 12.137 0.1 0.2 -0.3 0.000
H 5.238 -1.768 11.655 0.0 0.0 -0.1 0.002
H 2.924 1.464 9.940 0.1 -0.4 -0.1 0.000
H 2.609 0.596 11.429 0.4 -0.2 -0.2 0.000
H 2.281 -0.192 9.885 0.1 0.0 -0.1 0.006
H 6.246 -1.289 6.703 0.0 0.2 0.2 0.000
H 7.899 -1.000 7.257 -0.2 0.0 0.4 0.000
H 6.843 0.367 6.941 -0.2 -0.2 0.2 0.000
```
Positions in Å, forces in eV/Å.

Summary:
Total charge ... +1
2S+1 ... 4
Kohn-Sham gap ... 6.326 eV
Calculated total energy ... -6053.04239 a.u.
Strongest force on any atom ... 5.2 eV/A

# 3
DFT (ωB97M-V with the def2-TZVPD basis set) results for one molecule with the formula C2H4N2O2S.

Geometry as XYZ:
```
11
Properties=species:S:1:pos:R:3:forces:R:3:lowdin_charge:R:1
C -0.150 -0.158 -0.030 -0.2 1.3 -0.6 -0.401
C 0.065 -0.480 1.430 1.1 0.4 -1.4 -0.807
H -1.564 -0.480 -1.475 0.1 0.2 0.4 0.106
H -1.949 -1.130 0.102 0.8 0.9 -0.6 0.125
H 0.990 1.555 -2.204 0.6 0.2 -0.1 0.088
H 2.176 0.268 0.802 -0.4 -0.1 0.4 -0.102
N -1.393 -0.467 -0.475 -0.7 -0.8 0.0 0.148
N 0.734 0.628 -0.592 -0.8 -0.9 1.1 -0.044
O 0.236 1.278 -1.697 -1.2 -0.6 -0.6 -0.036
O -0.786 -0.880 2.157 -1.3 -0.6 0.4 0.033
S 1.642 -0.133 1.984 1.7 0.1 1.0 0.889
```
Positions in Å, forces in eV/Å.

Summary:
SMILES ... N/C(=N\O)C(=O)S
Kohn-Sham gap ... 9.385 eV
Calculated total energy ... -736.73667 a.u.
Strongest force on any atom ... 2.0 eV/A

# 4
DFT (ωB97M-V with the def2-TZVPD basis set) results for one molecule with the formula C25H30N4O3S2.

Geometry as XYZ:
```
64
Properties=species:S:1:pos:R:3:forces:R:3:lowdin_charge:R:1
C -0.232 0.389 4.250 -0.1 0.4 -0.1 -0.087
N 0.338 -0.880 4.642 1.0 -0.3 -0.4 -0.244
S 1.977 -0.928 4.267 -0.3 0.0 -0.4 0.676
O 2.531 -2.124 4.828 -0.1 -0.2 0.0 -0.273
O 2.622 0.323 4.561 -0.1 0.1 -0.2 -0.287
C 1.886 -1.119 2.487 0.0 0.2 0.5 -0.275
C 1.261 -2.242 1.979 0.0 -0.1 -0.1 -0.036
C 1.183 -2.413 0.608 0.0 0.1 0.0 0.009
C 1.722 -1.453 -0.244 0.3 0.0 0.2 -0.143
C 2.362 -0.336 0.283 -0.1 -0.2 0.0 -0.012
C 2.443 -0.168 1.655 0.1 0.1 0.1 -0.037
H 2.934 0.685 2.098 0.1 0.1 0.0 0.116
H 2.806 0.393 -0.379 0.0 0.1 -0.1 0.121
C 1.706 -1.692 -1.726 -0.1 0.0 0.1 -0.425
O 2.423 -2.530 -2.237 0.2 -0.2 0.1 0.085
N 0.848 -0.932 -2.447 -0.1 0.1 -0.2 -0.043
C -0.025 0.094 -1.930 -0.1 0.5 0.1 -0.107
H 0.035 0.129 -0.843 -0.1 0.0 -0.1 0.121
H -1.057 -0.137 -2.222 0.0 0.0 0.1 0.137
C 0.364 1.450 -2.539 -0.2 0.0 0.4 -0.117
N 0.356 1.359 -3.984 0.3 0.0 0.2 -0.121
C -0.759 1.738 -4.640 -0.2 0.1 -0.8 -0.573
N -1.717 2.408 -4.108 0.2 0.0 0.8 0.107
C -2.679 2.743 -5.019 -0.2 -0.1 -0.8 -0.317
C -3.833 3.470 -4.753 0.1 0.0 0.0 -0.023
C -4.714 3.727 -5.785 -0.1 0.0 0.0 -0.094
C -4.466 3.272 -7.075 -0.1 0.0 -0.1 -0.100
C -3.324 2.545 -7.362 0.0 0.0 0.0 -0.101
C -2.441 2.287 -6.333 0.0 0.1 0.3 -0.474
S -0.935 1.406 -6.387 -0.1 0.1 0.4 1.079
H -3.123 2.189 -8.361 0.0 0.0 -0.1 0.105
H -5.170 3.486 -7.864 -0.1 0.0 -0.1 0.099
H -5.613 4.293 -5.587 -0.1 0.0 0.0 0.100
H -4.017 3.821 -3.751 0.0 0.0 0.1 0.109
C 1.230 0.327 -4.491 -0.1 -0.4 -0.1 -0.143
H 1.176 0.295 -5.579 0.1 0.0 0.0 0.085
C 0.838 -1.030 -3.892 0.3 -0.1 -0.3 -0.099
H 1.547 -1.806 -4.182 -0.1 0.1 0.0 0.126
H -0.167 -1.305 -4.232 0.0 0.0 0.0 0.136
H 2.255 0.574 -4.195 0.0 0.0 -0.1 0.136
H -0.344 2.222 -2.240 0.1 0.0 0.0 0.118
H 1.373 1.726 -2.220 0.0 0.0 0.0 0.126
H 0.712 -3.289 0.190 0.0 -0.1 0.0 0.127
H 0.856 -2.967 2.666 -0.1 -0.2 0.0 0.120
C 0.023 -1.399 5.967 -0.1 -0.2 0.4 -0.360
C 0.334 -0.421 7.101 0.2 -0.3 0.0 -0.148
C 0.111 -1.109 8.445 -0.2 0.3 0.0 -0.191
C -1.325 -1.616 8.553 0.2 -0.3 0.1 -0.207
C -1.648 -2.566 7.402 -0.2 0.3 0.0 -0.197
C -1.427 -1.874 6.059 0.3 -0.2 -0.1 -0.149
H -2.106 -1.023 5.979 -0.1 0.1 0.0 0.111
H -1.641 -2.558 5.236 0.0 0.0 -0.1 0.119
H -2.684 -2.902 7.477 0.0 -0.1 0.0 0.109
H -1.003 -3.444 7.466 0.0 -0.1 0.0 0.116
H -1.467 -2.129 9.506 -0.1 0.1 0.0 0.108
H -2.012 -0.767 8.525 -0.1 0.0 0.0 0.114
H 0.320 -0.411 9.258 0.1 -0.1 0.0 0.111
H 0.801 -1.949 8.538 0.1 0.0 0.1 0.119
H 1.368 -0.086 7.007 0.0 0.1 0.0 0.116
H -0.320 0.451 7.028 0.0 0.1 0.0 0.121
H 0.681 -2.268 6.069 -0.2 0.0 0.2 0.136
H -1.299 0.391 4.458 0.0 0.0 0.0 0.092
H -0.082 0.501 3.176 -0.1 0.2 0.0 0.086
H 0.249 1.230 4.757 -0.1 0.0 0.0 0.090
```
Positions in Å, forces in eV/Å.

Summary:
SMILES ... CN(C1CCCCC1)S(=O)(=O)c1ccc(C(=O)N2CCN(c3nc4ccccc4s3)CC2)cc1
Kohn-Sham gap ... 8.404 eV
Calculated total energy ... -2211.80832 a.u.
Strongest force on any atom ... 1.1 eV/A